Version A
C5H13N2 | the ωB97M-V functional and the def2-TZVPD basis

Each line ends with the natural charge from an NBO analysis.
Cartesian coordinates (Å):
1 C 2.2150 0.3786 0.1292  0.33
2 C -1.3566 -0.7435 1.2089  -0.74
3 C -0.9140 1.4230 -0.1076  -0.73
4 C -1.2676 -0.7909 -1.3184  -0.79
5 C -1.1416 -0.0379 -0.0602  0.66
6 N 3.4239 0.0052 -0.3399  -0.78
7 N 1.2170 -0.3854 0.4232  -0.77
8 H 1.9278 1.4266 0.3863  0.18
9 H -1.0056 -1.7103 1.2746  0.25
10 H -0.8476 -0.1795 1.9263  0.26
11 H -2.3996 -0.6179 1.5182  0.28
12 H 0.0444 1.7151 0.3341  0.28
13 H -1.7558 1.7407 0.4917  0.27
14 H -0.8977 1.6886 -1.1181  0.24
15 H -1.9207 -0.2351 -2.1015  0.31
16 H -0.3134 -0.6352 -1.8782  0.31
17 H -1.4091 -1.9085 -1.1639  0.26
18 H 4.1521 0.6782 -0.4011  0.42
19 H 3.5543 -0.9845 0.0060  0.41
20 H 1.3471 -1.4341 0.4738  0.36

* charge: +1
* Kohn-Sham gap: 8.8 eV
* spin multiplicity: 1

Version B
C5H13N2 | the ωB97M-V functional and the def2-TZVPD basis

Each line ends with the natural charge from an NBO analysis.
Cartesian coordinates (Å):
1 C -2.6826 0.9229 -0.5846  -0.43
2 C -0.6785 2.2172 -0.7619  0.10
3 N -1.2403 1.1241 -0.4504  -0.39
4 H -3.0564 0.5710 0.3746  0.24
5 H -2.8698 0.1466 -1.3247  0.24
6 H -3.1722 1.8466 -0.8768  0.23
7 H -1.2771 3.0282 -1.1584  0.22
8 H 0.3933 2.3074 -0.6358  0.22
9 H -0.6420 0.2990 -0.0779  0.46
10 C 2.5260 -0.3758 0.8773  -0.61
11 C 1.5346 -0.8480 -0.1663  -0.24
12 C -0.1416 -2.1735 0.7558  0.03
13 N 0.1929 -0.9972 0.4171  -0.49
14 H 3.5114 -0.2560 0.4279  0.24
15 H 2.2561 0.5894 1.3067  0.21
16 H 2.6005 -1.1062 1.6844  0.22
17 H 1.8535 -1.7830 -0.6441  0.20
18 H 1.4552 -0.1180 -0.9805  0.18
19 H 0.3691 -3.0423 0.3399  0.17
20 H -0.9321 -2.3522 1.4777  0.20

* charge: +1
* Kohn-Sham gap: 9.9 eV
* spin multiplicity: 1

Version C
C5H13N2 | the ωB97M-V functional and the def2-TZVPD basis

Each line ends with the natural charge from an NBO analysis.
Cartesian coordinates (Å):
1 C 0.7170 -1.6155 -0.1684  -0.38
2 C 1.2144 -1.1447 1.1721  -0.27
3 C 0.0830 -0.3345 0.3765  -0.08
4 C 0.5267 0.8777 -0.3078  0.21
5 N 0.1604 2.0337 0.4110  -0.82
6 C -1.2799 -0.3453 1.0720  -0.64
7 N -0.9774 0.1479 -2.1767  -0.92
8 H 1.3656 -1.4732 -1.0188  0.24
9 H -0.0417 -2.3827 -0.3213  0.26
10 H 2.1326 -0.5863 1.2956  0.24
11 H 0.7593 -1.6058 2.0387  0.26
12 H 1.5525 0.9129 -0.7016  0.24
13 H 0.8525 2.4575 1.0007  0.43
14 H -0.6610 2.5886 0.1770  0.43
15 H -1.7668 -1.3110 0.9368  0.25
16 H -2.0195 0.3389 0.6638  0.23
17 H -1.2248 -0.0481 2.1169  0.25
18 H -0.8841 0.2289 -3.1806  0.41
19 H -0.3163 0.6431 -1.4050  0.29
20 H -1.9539 0.1602 -1.8924  0.39

* charge: +1
* Kohn-Sham gap: 7.2 eV
* spin multiplicity: 1

Version D
C5H13N2 | the ωB97M-V functional and the def2-TZVPD basis

Each line ends with the natural charge from an NBO analysis.
Cartesian coordinates (Å):
1 C -3.1486 0.6094 -0.5401  -0.58
2 C -2.0552 0.4997 0.5496  -0.54
3 C -0.9660 -0.4511 0.3165  0.32
4 C 0.3803 0.0559 0.1260  -0.08
5 N 1.4730 -0.6265 0.0026  -0.11
6 C 1.2731 -2.0890 -0.1668  -0.50
7 N 3.4951 1.6974 -0.0779  -1.11
8 H -3.8694 1.3909 -0.3073  0.26
9 H -3.7312 -0.3159 -0.6112  0.23
10 H -2.6231 0.1677 1.4295  0.29
11 H -1.6311 1.4768 0.7762  0.27
12 H -0.9757 -1.4288 0.7969  0.23
13 H 0.4528 1.1248 0.3303  0.25
14 H 3.0114 0.8193 -0.1260  0.36
15 H 0.4196 -2.3099 -0.8030  0.20
16 H 1.1571 -2.6047 0.7890  0.26
17 H 2.1486 -2.5360 -0.6408  0.26
18 H 3.7744 2.0205 -0.9842  0.38
19 H -2.7360 0.7715 -1.5363  0.23
20 H 4.1510 1.7281 0.6769  0.38

* charge: +1
* Kohn-Sham gap: 4.2 eV
* spin multiplicity: 1

Sorted by energy, starting with the most stable: version B, version A, version D, version C.

Version A
C6H10NO2S | the ωB97M-V functional and the def2-TZVPD basis

Each line ends with the natural charge from an NBO analysis.
Cartesian coordinates (Å):
1 C 0.8013 -2.2693 1.3386  0.39
2 C -0.5356 -0.6419 -1.2765  -0.20
3 C 0.1378 -0.6078 -0.0977  0.65
4 C 0.7886 2.4580 1.4044  -0.65
5 C -2.4641 -0.0490 -3.1571  -0.77
6 C 0.9192 0.9718 1.4744  -0.08
7 N 1.9112 -2.1743 0.7491  -0.67
8 O -0.2350 -1.4864 0.9004  -0.49
9 O 0.9071 0.4365 0.1230  -0.45
10 S -0.7878 -0.8457 -2.8560  0.72
11 H 0.4999 -2.8270 2.2476  0.21
12 H 2.6438 -2.7488 0.9894  0.39
13 H 1.4683 3.0404 0.7547  0.25
14 H -0.2425 2.5632 0.8831  0.21
15 H 0.6919 2.8780 2.4788  0.25
16 H -3.2054 -0.9291 -3.4142  0.27
17 H -2.3605 0.5743 -4.1750  0.28
18 H -2.8053 0.5859 -2.3021  0.27
19 H -0.0035 0.3709 2.0352  0.20
20 H 1.8707 0.7003 1.8999  0.21

* charge: +1
* Kohn-Sham gap: 8.4 eV
* spin multiplicity: 1

Version B
C6H10NO2S | the ωB97M-V functional and the def2-TZVPD basis

Each line ends with the natural charge from an NBO analysis.
Cartesian coordinates (Å):
1 C -0.3888 -0.9406 -1.8598  -0.30
2 C -1.2650 -0.1290 -1.3322  0.03
3 C 0.9287 -1.4355 -1.2281  -0.57
4 C 0.5694 0.0747 1.5928  -0.55
5 C 0.0386 -1.2911 1.3779  -0.25
6 C -0.0352 1.1143 0.4637  0.69
7 N -1.2111 0.4668 -0.0697  -0.65
8 O 0.9450 1.4757 -0.4457  -0.74
9 O -0.5707 2.2097 1.2156  -0.70
10 S 0.1793 -2.3533 0.2064  0.75
11 H -0.7769 -1.5523 -2.6827  0.25
12 H -2.2587 0.0014 -1.8321  0.24
13 H 1.4851 -2.2167 -1.8770  0.29
14 H 1.5270 -0.5740 -0.9133  0.28
15 H 0.2831 0.5510 2.5408  0.27
16 H 1.6183 0.1523 1.4643  0.26
17 H -0.3658 -1.8026 2.2640  0.27
18 H -1.9586 1.1825 -0.0421  0.43
19 H 1.0705 2.4835 -0.5414  0.53
20 H 0.1857 2.5832 1.6985  0.49

* charge: +1
* Kohn-Sham gap (spin up / spin down): 7.9 / 7.9 eV
* spin multiplicity: 1

Sorted by energy, starting with the most stable: version B, version A.